# 1
64
Properties=species:S:1:pos:R:3:forces:R:3 method="wB97M-V/def2-TZVPD" e_homo_ev=-5.3 multiplicity=1 lumo_energy_ev=-0.43 fmax_ev_per_a=3.5
O 0.273697 1.376610 -2.733404 -0.723 -0.164 -2.426
C -0.327709 1.100212 -3.775560 0.739 -0.377 1.016
C -0.041761 1.721063 -5.130159 0.640 0.417 0.003
C 1.127970 2.497389 -5.260528 -0.317 0.588 -0.054
H 1.909248 2.419993 -4.500364 -0.416 0.146 -0.081
C 1.253200 3.433433 -6.295426 -0.259 -0.238 -0.238
H 2.117095 4.113698 -6.326211 -0.438 -0.438 -0.002
C 0.250308 3.524866 -7.282120 -0.099 -0.418 0.331
H 0.300806 4.302177 -8.056424 0.029 -0.442 0.353
C -0.815198 2.600112 -7.279070 0.680 0.219 0.164
H -1.543961 2.628111 -8.100002 0.303 -0.145 0.495
C -0.931573 1.681954 -6.222760 -0.052 0.353 0.242
H -1.747537 0.963555 -6.238408 -0.041 0.200 0.208
H -1.131316 0.327260 -3.734837 0.165 0.399 -0.032
C -2.702717 2.074514 0.117257 -0.263 0.697 0.495
C -2.164844 0.923097 0.870712 2.499 -1.051 -0.290
H -3.606034 2.503422 0.587384 0.175 0.122 -0.263
H -2.992010 1.736260 -0.889746 0.232 0.070 0.185
H -1.943044 2.858337 0.016009 -0.182 0.019 -0.155
C -2.734200 0.294528 1.880190 -1.232 0.348 1.100
C -3.765838 0.925769 2.801212 -0.588 -0.193 -0.309
H -2.513098 -0.754216 2.126851 0.617 0.386 0.292
H -4.292253 1.751122 2.298508 0.067 -0.266 0.251
H -3.285935 1.356036 3.692883 -0.042 -0.160 -0.077
H -4.509446 0.193310 3.143759 -0.009 0.192 0.048
Sc 0.039967 -0.076108 0.556670 -3.411 0.613 0.223
Cl 1.056624 2.057053 0.488256 0.447 0.661 0.079
Cl -1.432015 -0.771290 -1.182063 0.445 -0.856 -1.429
H 4.043001 0.495719 -2.344058 -0.226 -0.126 0.067
H 5.696053 1.023960 -0.805892 -0.138 -0.089 0.298
C 3.227424 0.336726 -1.631963 0.030 -0.061 0.367
C 4.974484 1.067362 0.019401 -0.008 -0.084 0.133
N 3.834506 0.195880 -0.293222 -0.375 0.314 0.272
H 2.678301 -0.584099 -1.849413 0.129 0.239 -0.116
C 3.145282 -0.376396 0.689399 -0.749 0.097 -0.538
O 1.994334 -0.881128 0.534998 2.051 -0.128 0.212
H 5.441654 0.712821 0.948870 -0.045 0.168 -0.330
H 3.643596 -0.375084 1.679063 -0.249 -0.049 -0.410
H 2.525543 1.182054 -1.650744 0.183 -0.217 0.023
H 4.663528 2.119489 0.154253 -0.062 -0.503 -0.094
H -1.520777 -5.207367 2.597757 0.039 0.111 -0.077
H -0.525039 -6.265406 0.443020 -0.096 0.288 -0.156
C -1.940977 -4.413261 1.971463 -0.009 0.016 0.046
C -0.998410 -5.448271 -0.123348 -0.024 0.292 0.061
N -1.169118 -4.271577 0.740539 0.157 -0.052 0.066
H -1.893704 -3.455141 2.496930 -0.127 -0.284 -0.059
C -0.553111 -3.117396 0.486446 -0.224 1.291 0.773
O -0.569247 -2.115240 1.264036 0.294 -1.892 -0.921
H -0.356891 -5.173457 -0.972588 -0.254 -0.136 0.275
H -0.047459 -3.038492 -0.480366 0.002 -0.242 0.091
H -2.984881 -4.671596 1.758224 0.207 0.125 -0.097
H -1.968125 -5.808596 -0.500508 0.282 0.238 0.139
N -0.191940 -0.026140 8.356386 0.646 0.056 -2.566
C 0.058111 0.003308 7.212806 -0.378 0.010 2.747
C 0.267005 0.032724 5.794953 0.161 0.063 -0.558
C 0.533268 -1.137035 5.087148 -0.141 -0.189 -0.305
C 0.457627 -1.107284 3.697331 0.040 0.394 0.303
N 0.166772 0.010355 3.009218 0.464 -0.267 0.152
C 0.046183 1.163106 3.685230 0.155 -0.191 0.010
C 0.132225 1.220414 5.075063 -0.230 0.161 -0.184
H 0.787599 -2.070205 5.581098 -0.266 0.177 0.055
H 0.600582 -2.027212 3.131017 -0.015 0.411 0.056
H -0.129564 2.061866 3.086397 0.071 -0.384 0.181
H 0.083730 2.182358 5.578420 -0.259 -0.240 -0.044

***

# 2
83
Properties=species:S:1:pos:R:3:forces:R:3 method="wB97M-V/def2-TZVPD" e_homo_ev=-12.7 multiplicity=1 charge=+1 lumo_energy_ev=-3.02 fmax_ev_per_a=0.5
N 7.601143 1.783047 -2.741074 -0.116 -0.310 0.166
C 6.628864 1.021946 -3.539870 0.033 0.169 -0.005
C 5.842905 1.981260 -4.442152 0.120 -0.152 0.031
C 5.026585 3.027522 -3.702278 0.132 0.070 -0.113
N 3.580467 2.700120 -3.375392 0.045 -0.056 0.018
C 3.368577 1.823533 -2.163173 0.235 -0.171 0.150
C 3.360745 0.309694 -2.419305 -0.118 -0.066 -0.024
C 3.316238 -0.118407 -3.887945 -0.191 -0.061 0.075
C 2.453013 0.816354 -4.731610 0.090 -0.055 -0.114
C 2.758795 2.313168 -4.589551 -0.131 -0.003 -0.027
H 8.497413 1.312751 -2.746027 0.065 0.122 -0.114
H 7.330414 1.793216 -1.765009 -0.011 0.068 -0.006
H 5.966504 0.426713 -2.906258 -0.007 0.015 -0.059
H 7.148245 0.316010 -4.189232 0.014 0.009 0.043
H 6.587487 2.541273 -5.010974 -0.027 -0.010 -0.003
H 5.252619 1.430199 -5.176935 -0.078 0.101 0.019
H 4.968752 3.941529 -4.294775 -0.056 -0.045 -0.010
H 5.512580 3.284425 -2.759975 -0.037 0.011 -0.007
H 3.207489 3.603120 -3.094200 0.029 0.014 0.040
H 4.164217 2.091888 -1.468526 -0.047 0.045 -0.012
H 2.435780 2.145639 -1.702271 -0.077 0.002 -0.178
H 4.204216 -0.151141 -1.909934 -0.007 -0.003 -0.055
H 2.473361 -0.094194 -1.931501 0.003 0.081 0.039
H 2.848392 -1.103001 -3.918328 0.146 -0.031 -0.076
H 4.311245 -0.244733 -4.311293 -0.001 0.127 0.042
H 2.568869 0.564176 -5.786675 -0.070 -0.030 0.036
H 1.403720 0.636817 -4.490963 0.027 0.079 0.076
H 3.299133 2.700220 -5.450387 0.022 -0.009 0.032
H 1.827199 2.873458 -4.512830 0.044 0.015 0.007
C -0.278558 1.785111 1.434411 0.196 0.379 0.029
C 0.077226 0.522723 0.640053 -0.013 -0.183 0.094
C -0.775648 0.174056 -0.584860 0.039 0.062 -0.026
F -2.023955 -0.144745 -0.229283 -0.038 -0.050 0.014
F -0.209781 -0.898646 -1.197983 0.003 -0.013 -0.028
F 0.168453 -0.542412 1.450021 -0.034 0.024 -0.027
F 1.339757 0.737155 0.108371 -0.073 0.226 0.029
O -1.026029 1.568710 2.604401 -0.048 -0.457 -0.029
C -2.395983 1.637936 2.604199 0.067 0.158 0.091
C -3.008553 0.343949 3.157026 0.023 0.001 0.061
F -2.656787 -0.691757 2.370294 0.015 -0.004 -0.016
F -4.352044 0.464393 3.133858 -0.005 -0.013 -0.047
F -2.881893 1.920610 1.381830 -0.063 -0.027 -0.086
F -2.763067 2.638683 3.426253 -0.042 0.080 -0.022
H 0.678233 2.175608 1.781358 -0.018 0.002 0.001
H -0.734245 2.536110 0.787221 -0.022 -0.087 -0.049
H -0.795278 1.006898 -1.294436 -0.031 0.009 0.011
H -2.670466 0.165881 4.178749 -0.006 -0.004 0.008
C 3.304602 -5.344504 -0.042995 -0.202 -0.297 0.143
C 4.377619 -5.146560 -1.121523 -0.019 0.046 -0.018
C 5.809965 -4.863102 -0.655987 -0.023 -0.059 -0.025
F 5.863082 -3.694050 0.016824 0.024 0.001 0.041
F 6.602995 -4.756594 -1.744097 0.027 0.022 -0.002
F 3.991040 -4.191189 -1.996996 0.006 0.012 -0.010
F 4.454729 -6.328457 -1.796609 -0.001 -0.006 -0.003
O 2.501766 -4.211949 0.227981 0.188 0.245 -0.266
C 2.782292 -3.348024 1.244278 -0.107 -0.075 0.027
C 2.941403 -1.924173 0.699237 0.002 0.034 0.025
F 3.988130 -1.868032 -0.160527 -0.027 0.020 0.010
F 3.197420 -1.075139 1.717474 -0.014 0.008 -0.013
F 3.856790 -3.715683 1.958418 0.111 -0.004 0.032
F 1.724350 -3.322359 2.082923 0.011 -0.018 0.065
H 2.617336 -6.076241 -0.464547 0.004 -0.002 0.022
H 3.731235 -5.771140 0.864652 0.083 0.063 -0.035
H 6.180514 -5.669395 -0.018929 0.008 0.006 0.005
H 2.035004 -1.619211 0.179724 -0.043 -0.034 0.000
C -10.625147 1.682488 3.796123 -0.154 0.376 0.008
C -11.096315 0.245503 3.536184 0.073 -0.028 -0.016
C -11.255942 -0.677319 4.749522 -0.044 0.021 -0.030
F -10.064731 -0.878659 5.347427 0.058 0.014 0.023
F -11.725011 -1.869998 4.326780 0.003 -0.024 0.011
F -10.313510 -0.345512 2.613582 0.000 -0.005 -0.008
F -12.354909 0.358842 3.015488 -0.023 0.008 -0.008
O -9.249449 1.928758 3.575745 0.116 -0.454 -0.090
C -8.334202 1.882376 4.585759 -0.049 0.181 -0.056
C -7.194057 0.910282 4.251933 -0.016 0.049 0.009
F -7.672710 -0.340022 4.118496 -0.018 -0.023 0.000
F -6.307031 0.921690 5.273245 0.022 -0.003 -0.010
F -8.888182 1.595346 5.773697 -0.023 -0.073 0.076
F -7.769950 3.110510 4.693856 0.004 0.060 0.064
H -11.136236 2.281101 3.043857 0.008 0.010 0.016
H -10.950036 2.030854 4.776458 0.016 -0.105 0.024
H -11.959157 -0.252742 5.470359 0.004 0.002 0.009
H -6.700044 1.215443 3.329153 0.015 0.002 0.000